<1>
A molecular structure, C27H26BO3PPdS4. Source: the OMol25 dataset; level of theory: the ωB97M-V functional and the def2-TZVPD basis.

Geometry (Å):
Pd  -0.66  0.43  -0.95
S  -0.87  5.19  -0.12
S  0.05  2.04  -2.93
S  1.01  4.81  -2.36
S  -1.92  2.42  -0.24
P  2.22  0.46  -1.13
O  -2.34  -1.10  1.04
O  1.22  6.78  -0.58
O  -3.34  -0.73  -0.96
C  -4.38  -1.17  -0.10
C  -3.60  -1.76  1.12
C  -0.85  3.58  -0.87
C  0.56  2.35  2.14
C  0.92  1.34  1.27
C  1.59  -1.17  -0.56
C  6.09  -0.05  0.18
C  4.63  -0.37  -2.15
C  -0.21  -2.70  -0.93
C  -0.01  3.41  -1.94
C  1.87  1.60  0.27
C  1.13  3.61  2.06
C  0.61  -3.75  -0.54
C  4.78  0.37  0.14
C  0.68  5.72  -0.85
C  2.41  -2.22  -0.14
C  1.90  -3.50  -0.08
C  -4.21  -1.50  2.49
C  -5.22  0.06  0.27
C  2.06  3.88  1.06
C  4.01  0.19  -1.02
C  0.24  -1.38  -0.91
C  6.68  -0.64  -0.93
C  -5.26  -2.17  -0.86
C  2.41  2.89  0.17
C  -3.34  -3.27  0.98
C  5.94  -0.78  -2.11
B  -2.18  -0.57  -0.23
H  3.10  3.11  -0.63
H  -4.64  -2.93  -1.34
H  -5.61  0.50  -0.64
H  4.05  -0.49  -3.06
H  4.32  0.84  1.00
H  -4.25  -3.85  1.14
H  -4.21  -0.44  2.71
H  0.83  4.39  2.74
H  -4.59  0.80  0.75
H  7.70  -0.99  -0.89
H  6.41  -1.22  -2.99
H  -6.06  -0.21  0.92
H  3.44  -2.03  0.15
H  6.67  0.07  1.09
H  -1.21  -2.93  -1.27
H  -2.59  -3.55  1.72
H  -2.92  -3.49  0.00
H  -5.97  -2.64  -0.19
H  -5.22  -1.90  2.56
H  0.25  -4.77  -0.58
H  0.49  0.34  1.38
H  2.51  -4.31  0.30
H  2.48  4.87  0.96
H  -3.58  -1.99  3.24
H  -5.79  -1.64  -1.65
H  -0.19  2.16  2.90

Computed properties:
**Gap between HOMO and LUMO**: 4.2869 eV
**Total charge**: -2
**Multiplicity**: 1

---

<2>
A molecular structure, C27H26BO3PPdS4. Source: the OMol25 dataset; level of theory: the ωB97M-V functional and the def2-TZVPD basis.

Geometry (Å):
Pd  0.42  -0.07  0.94
S  5.06  0.43  -0.52
S  4.50  2.57  1.35
S  2.28  -0.69  -0.50
S  1.57  1.91  1.63
P  -2.29  0.08  -0.87
O  -1.42  0.84  3.28
O  6.88  2.18  0.27
O  0.15  -0.75  3.75
C  -2.61  -3.88  0.27
C  -1.60  0.46  4.65
C  -0.23  -0.18  5.00
C  -0.66  -2.90  1.30
C  -2.04  -1.56  -0.10
C  -5.04  1.01  2.07
C  -5.72  -0.64  -3.18
C  -0.88  -1.64  0.70
C  -0.29  -1.28  6.05
C  -2.73  -0.57  4.70
C  5.72  1.80  0.34
C  -5.30  2.34  1.81
C  -1.97  1.69  5.46
C  -4.91  -0.28  -2.11
C  -4.62  2.99  0.78
C  -5.15  -1.08  -4.37
C  -1.49  -3.99  1.09
C  -3.52  -0.35  -2.20
C  -3.69  2.29  0.02
C  -4.11  0.31  1.32
C  -2.97  -0.79  -3.41
C  3.40  0.51  0.08
C  3.14  1.52  0.95
C  -3.77  -1.16  -4.48
C  -3.44  0.94  0.27
C  0.82  0.85  5.38
C  -2.88  -2.65  -0.32
B  -0.41  0.04  2.72
H  -4.80  4.04  0.58
H  -2.94  2.05  5.12
H  -5.56  0.51  2.88
H  0.62  1.29  6.36
H  -3.15  2.79  -0.77
H  -2.03  1.46  6.52
H  0.20  -3.01  1.95
H  -5.37  0.05  -1.18
H  -0.91  -2.11  5.72
H  0.87  1.65  4.63
H  1.80  0.37  5.39
H  -6.02  2.89  2.41
H  -2.47  -1.46  4.13
H  -3.75  -2.55  -0.96
H  -3.26  -4.73  0.10
H  -3.89  -0.73  1.53
H  -3.31  -1.50  -5.40
H  -1.24  2.48  5.30
H  -6.79  -0.58  -3.08
H  -1.26  -4.94  1.56
H  -0.68  -0.90  7.00
H  0.72  -1.67  6.22
H  -2.96  -0.87  5.73
H  -3.62  -0.13  4.26
H  -5.78  -1.36  -5.20
H  -1.89  -0.84  -3.50

Computed properties:
**Gap between HOMO and LUMO**: 4.8063 eV
**Total charge**: -2
**Multiplicity**: 1

---

<3>
A molecular structure, C27H26BO3PPdS4. Source: the OMol25 dataset; level of theory: the ωB97M-V functional and the def2-TZVPD basis.

Geometry (Å):
Pd  0.08  -0.11  0.66
S  -0.45  0.21  3.10
S  -4.65  -0.47  2.16
S  -2.54  0.29  0.24
S  -2.94  -0.56  4.50
P  2.74  0.59  0.92
O  -1.23  -2.82  -0.25
O  -5.55  -1.02  4.59
O  0.08  -2.98  1.60
C  7.22  1.82  0.26
C  1.87  4.04  -1.20
C  5.25  1.67  1.63
C  0.68  -5.13  0.78
C  5.24  0.73  -0.56
C  -0.44  -4.29  1.39
C  -0.85  -4.86  2.74
C  6.55  1.14  -0.74
C  1.92  -2.02  -2.20
C  -4.58  -0.74  3.89
C  -2.94  -0.06  1.88
C  -0.15  2.85  -0.60
C  -2.94  -3.74  1.12
C  4.56  0.99  0.63
C  2.67  -0.85  -0.22
C  6.56  2.09  1.46
C  0.48  3.95  -1.18
C  2.60  -3.16  -1.79
C  -2.14  -0.09  2.98
C  -1.62  -4.03  0.41
C  0.59  1.82  -0.01
C  3.33  -2.01  0.19
C  3.30  -3.16  -0.59
C  -1.82  -5.12  -0.63
C  1.95  -0.87  -1.41
C  2.64  3.05  -0.62
C  2.00  1.96  -0.03
B  -0.39  -2.11  0.61
H  1.53  -5.12  1.46
H  1.00  -4.69  -0.17
H  -1.23  2.80  -0.59
H  7.05  0.93  -1.68
H  1.43  0.03  -1.74
H  3.88  -2.01  1.13
H  4.73  1.88  2.57
H  -1.44  -4.13  3.29
H  -2.70  -4.88  -1.24
H  0.04  -5.08  3.33
H  -1.44  -5.78  2.62
H  3.72  3.13  -0.62
H  4.72  0.21  -1.36
H  -2.82  -2.91  1.82
H  3.82  -4.05  -0.26
H  7.07  2.63  2.25
H  -0.97  -5.20  -1.30
H  -3.32  -4.62  1.65
H  0.37  -6.17  0.62
H  8.25  2.14  0.12
H  -0.12  4.74  -1.63
H  1.37  -2.02  -3.12
H  2.58  -4.05  -2.41
H  2.35  4.90  -1.66
H  -1.99  -6.08  -0.14
H  -3.68  -3.43  0.38

Computed properties:
**Gap between HOMO and LUMO**: 4.7012 eV
**Total charge**: -2
**Multiplicity**: 1

---

What should be chosen as the least stable of them? Choose <3>.

---

<1>
A gas-phase ion, C5H12N3 (charge +1). Source: the OMol25 dataset; level of theory: the ωB97M-V functional and the def2-TZVPD basis.

Geometry (Å):
N  -0.71  0.64  0.75
N  1.40  -1.84  -0.69
N  0.53  -0.22  0.82
C  0.99  -0.51  -0.53
C  -0.27  -0.27  -1.32
C  -1.14  0.44  -0.66
C  -2.41  0.94  -1.08
C  1.51  0.18  1.86
H  2.29  -1.95  -0.28
H  -2.54  2.07  -1.04
H  -0.53  1.64  0.95
H  -1.34  0.29  1.46
H  -0.26  -0.55  -2.30
H  1.88  1.14  1.55
H  0.85  -2.65  -0.62
H  -2.35  0.54  -2.16
H  -3.27  0.52  -0.51
H  1.80  0.13  -0.76
H  1.33  0.09  2.91
H  2.25  -0.63  1.64

Computed properties:
**Gap between HOMO and LUMO**: 10.3036 eV
**Total charge**: +1
**Multiplicity**: 1

---

<2>
2 unconnected molecules or ions with the total composition C5H12N3. Source: the OMol25 dataset; level of theory: the ωB97M-V functional and the def2-TZVPD basis.

Geometry (Å):
N  0.58  -1.16  0.23
N  -1.63  -0.34  0.51
N  1.96  -1.02  -0.18
C  -2.63  0.57  0.17
C  -0.37  -0.20  0.14
C  0.75  2.59  0.83
C  0.10  2.02  1.69
C  2.20  -1.62  -1.49
H  1.66  -1.26  -2.39
H  -0.55  1.58  2.36
H  -0.23  0.68  -0.41
H  0.33  -2.00  0.66
H  -1.93  -1.14  1.11
H  3.25  -1.47  -1.85
H  1.97  -2.61  -1.39
H  -2.94  0.33  -0.87
H  -3.56  0.40  0.93
H  -2.27  1.71  0.19
H  2.04  0.04  -0.29
H  1.29  2.91  0.03

Computed properties:
**Gap between HOMO and LUMO**: 10.1933 eV
**Total charge**: +1
**Multiplicity**: 1

---

What should be chosen as the least stable of them? Choose <2>.

---

<1>
CH3NOS in the gas phase. Source: the OMol25 dataset; level of theory: the ωB97M-V functional and the def2-TZVPD basis.

Geometry (Å):
S  -0.88  0.41  0.15
O  -1.99  -0.47  2.38
N  -1.95  0.18  1.40
C  1.06  0.00  -0.90
H  1.23  -1.04  -0.73
H  1.73  0.66  -0.38
H  0.80  0.27  -1.91

Computed properties:
**Gap between HOMO and LUMO (spin up / spin down)**: 8.3290 / 8.3301 eV
**Total charge**: 0
**Multiplicity**: 1

---

<2>
CH3NOS in the gas phase. Source: the OMol25 dataset; level of theory: the ωB97M-V functional and the def2-TZVPD basis.

Geometry (Å):
S  0.96  1.69  2.23
O  -0.64  -0.25  -1.06
N  -0.36  0.65  0.00
C  0.48  0.33  0.96
H  0.97  -0.70  0.82
H  -0.97  1.55  -0.05
H  0.24  -0.41  -1.65

Computed properties:
**Gap between HOMO and LUMO**: 8.2570 eV
**Total charge**: 0
**Multiplicity**: 1

---

<3>
CH3NOS in the gas phase. Source: the OMol25 dataset; level of theory: the ωB97M-V functional and the def2-TZVPD basis.

Geometry (Å):
S  0.75  -1.17  -0.65
O  -1.20  1.70  0.89
N  0.16  -0.07  0.44
C  -0.78  0.90  0.10
H  0.23  -0.25  1.42
H  -0.93  0.99  -0.97
H  1.90  -0.48  -0.88

Computed properties:
**Gap between HOMO and LUMO**: 10.8872 eV
**Total charge**: 0
**Multiplicity**: 1

---

<4>
CH3NOS in the gas phase. Source: the OMol25 dataset; level of theory: the ωB97M-V functional and the def2-TZVPD basis.

Geometry (Å):
S  -1.52  -0.47  0.10
O  -2.66  0.45  0.12
N  1.35  -0.50  -0.21
C  -0.18  0.38  -0.24
H  1.95  0.07  0.37
H  -0.05  1.43  -0.39
H  1.11  -1.36  0.25

Computed properties:
**Gap between HOMO and LUMO**: 9.1081 eV
**Total charge**: 0
**Multiplicity**: 1

---

What should be chosen as the least stable of them? Choose <1>.

---

<1>
3 unconnected molecules or ions with the total composition C6H10S2. Source: the OMol25 dataset; level of theory: the ωB97M-V functional and the def2-TZVPD basis.

Geometry (Å):
S  -0.37  -3.06  0.40
S  5.44  2.44  -0.13
C  2.95  -0.88  0.37
C  2.03  -1.68  0.50
C  1.11  -2.64  0.93
C  -1.89  0.15  -0.33
C  -3.05  0.52  0.25
C  -4.17  1.16  -0.55
H  -5.07  1.11  0.06
H  1.60  -3.37  1.68
H  5.57  2.19  -1.57
H  -3.78  2.11  -0.87
H  -3.08  0.35  1.28
H  3.51  0.01  0.09
H  -1.68  -0.08  -1.40
H  -1.12  -0.30  0.33
H  -4.08  0.58  -1.42
H  6.06  1.42  0.38

Computed properties:
**Gap between HOMO and LUMO**: 7.7945 eV
**Total charge**: 0
**Multiplicity**: 1

---

<2>
C6H10S2 in the gas phase. Source: the OMol25 dataset; level of theory: the ωB97M-V functional and the def2-TZVPD basis.

Geometry (Å):
S  0.38  2.23  -0.14
S  -2.47  -0.83  0.05
C  0.93  -2.06  -0.60
C  -0.33  0.78  0.13
C  0.41  -0.19  1.02
C  -1.65  0.49  -0.41
C  1.53  -1.04  0.39
C  2.72  -0.34  -0.23
H  3.21  0.33  0.49
H  0.11  -2.65  -0.17
H  -2.11  1.28  -1.05
H  2.41  0.24  -1.12
H  0.51  -1.55  -1.49
H  0.88  0.49  1.82
H  -0.35  -0.88  1.46
H  1.74  -2.73  -0.94
H  1.89  -1.63  1.27
H  3.41  -1.12  -0.59

Computed properties:
**Gap between HOMO and LUMO**: 6.9290 eV
**Total charge**: 0
**Multiplicity**: 1

---

<3>
2 unconnected molecules or ions with the total composition C6H10S2. Source: the OMol25 dataset; level of theory: the ωB97M-V functional and the def2-TZVPD basis.

Geometry (Å):
S  -3.17  0.52  -2.07
S  -0.90  -0.04  -3.93
C  0.36  0.62  1.71
C  1.05  0.10  0.72
C  2.00  0.32  -0.37
C  1.46  -1.06  -0.07
C  -0.52  -0.17  2.63
C  -1.51  0.32  -2.47
H  -0.87  0.47  -1.61
H  0.41  1.69  1.90
H  -1.47  0.34  2.79
H  -0.71  -1.16  2.22
H  3.03  0.53  -0.13
H  1.67  0.82  -1.27
H  -0.03  -0.29  3.60
H  -3.66  0.27  -3.28
H  0.75  -1.50  -0.76
H  2.13  -1.79  0.38

Computed properties:
**Gap between HOMO and LUMO**: 8.5735 eV
**Total charge**: 0
**Multiplicity**: 1

---

What should be chosen as the least stable of them? Choose <1>.

---

<1>
2 unconnected molecules or ions with the total composition C3H3ClS. Source: the OMol25 dataset; level of theory: the ωB97M-V functional and the def2-TZVPD basis.

Geometry (Å):
Cl  -1.71  0.83  -2.74
S  -1.82  -0.12  -0.92
C  -0.33  -0.87  -0.32
C  0.97  0.29  0.86
C  1.39  1.12  1.62
H  1.95  1.83  2.19
H  0.34  -1.43  -1.06
H  -0.78  -1.65  0.39

Computed properties:
**Gap between HOMO and LUMO**: 9.1791 eV
**Total charge**: 0
**Multiplicity**: 1

---

<2>
2 unconnected molecules or ions with the total composition C3H3ClS. Source: the OMol25 dataset; level of theory: the ωB97M-V functional and the def2-TZVPD basis.

Geometry (Å):
Cl  3.14  1.01  -0.10
S  0.27  -0.19  -0.13
C  -1.53  0.29  0.03
C  0.37  -1.81  -0.39
C  3.13  -0.52  0.34
H  -1.75  0.91  -0.83
H  -2.07  -0.54  -0.02
H  -1.57  0.85  1.09

Computed properties:
**Gap between HOMO and LUMO (spin up / spin down)**: 7.8632 / 7.3042 eV
**Total charge**: 0
**Multiplicity**: 1

---

What should be chosen as the least stable of them? Choose <2>.

---

<1>
A molecular structure, C2H4Cl2FN. Source: the OMol25 dataset; level of theory: the ωB97M-V functional and the def2-TZVPD basis.

Geometry (Å):
Cl  2.52  -2.31  1.08
Cl  1.58  -0.16  -0.58
F  -1.21  0.45  0.11
N  -1.01  -0.90  0.26
C  1.61  -0.83  1.09
C  -0.36  -1.19  1.39
H  -0.57  -0.44  2.18
H  1.81  -0.01  1.92
H  -0.44  -1.17  -0.58
H  -0.47  -2.14  1.84

Computed properties:
**Gap between HOMO and LUMO**: 9.9083 eV
**Total charge**: 0
**Multiplicity**: 1

---

<2>
C2H4Cl2FN in the gas phase. Source: the OMol25 dataset; level of theory: the ωB97M-V functional and the def2-TZVPD basis.

Geometry (Å):
Cl  -1.55  -1.34  0.81
Cl  0.26  -0.08  2.61
F  -1.12  1.14  0.90
N  -0.20  0.24  -1.31
C  0.56  0.01  -0.13
C  -0.41  0.02  0.97
H  1.06  -1.00  -0.22
H  -0.36  -0.65  -1.71
H  1.39  0.82  0.00
H  0.36  0.85  -1.92

Computed properties:
**Gap between HOMO and LUMO**: 10.9074 eV
**Total charge**: 0
**Multiplicity**: 1

---

What should be chosen as the least stable of them? Choose <1>.

---

<1>
C2H6N4 in the gas phase. Source: the OMol25 dataset; level of theory: the ωB97M-V functional and the def2-TZVPD basis.

Geometry (Å):
N  2.06  -0.48  0.12
N  0.74  1.41  -0.31
N  -0.19  -0.87  -0.24
N  -1.55  -0.64  -0.35
C  -2.09  0.29  0.32
C  0.83  0.11  -0.17
H  -1.46  1.02  0.84
H  -0.17  1.57  -0.74
H  2.10  -1.28  0.76
H  -3.16  0.43  0.20
H  0.09  -1.73  -0.69
H  2.80  0.16  0.26

Computed properties:
**Gap between HOMO and LUMO**: 9.9962 eV
**Total charge**: 0
**Multiplicity**: 1

---

<2>
C2H6N4 in the gas phase. Source: the OMol25 dataset; level of theory: the ωB97M-V functional and the def2-TZVPD basis.

Geometry (Å):
N  1.43  -0.05  -0.02
N  1.63  -1.31  -0.03
N  2.30  0.91  -0.02
N  -0.96  -0.52  -0.06
C  -2.28  0.00  0.00
C  0.01  0.29  0.02
H  2.63  -1.55  -0.04
H  3.25  0.54  -0.03
H  -2.33  1.07  0.22
H  -2.77  -0.20  -0.95
H  -2.83  -0.56  0.76
H  -0.09  1.38  0.16

Computed properties:
**Gap between HOMO and LUMO**: 9.0523 eV
**Total charge**: 0
**Multiplicity**: 1

---

What should be chosen as the least stable of them? Choose <2>.

---

<1>
9 unconnected molecules or ions with the total composition CH20O9. Source: the OMol25 dataset; level of theory: the ωB97M-V functional and the def2-TZVPD basis.

Geometry (Å):
O  -8.66  -27.90  -3.30
O  -13.83  -24.97  -2.42
O  -10.68  -25.77  0.71
O  -11.14  -27.41  -3.51
O  -12.82  -27.26  1.22
O  -14.19  -29.91  -1.48
O  -10.15  -25.34  -2.15
O  -12.54  -25.45  -4.51
O  -10.78  -29.72  -5.14
C  -12.04  -27.95  -2.52
H  -11.64  -26.25  0.54
H  -10.54  -26.08  -2.51
H  -14.10  -30.09  -2.48
H  -11.83  -28.92  -2.16
H  -13.59  -29.28  -1.41
H  -10.43  -25.62  -0.17
H  -9.61  -27.92  -3.50
H  -11.16  -28.93  -4.66
H  -13.32  -25.29  -5.25
H  -13.97  -25.50  -1.67
H  -10.99  -30.30  -4.33
H  -13.12  -27.74  -2.98
H  -14.64  -24.32  -2.57
H  -11.98  -27.48  -1.57
H  -9.77  -25.11  -2.87
H  -12.49  -27.16  2.04
H  -11.94  -26.24  -4.41
H  -12.90  -25.51  -3.78
H  -13.62  -27.80  1.42
H  -8.41  -27.79  -4.19

Computed properties:
**Gap between HOMO and LUMO**: 8.1675 eV
**Total charge**: 0
**Multiplicity**: 1

---

<2>
9 unconnected molecules or ions with the total composition CH20O9. Source: the OMol25 dataset; level of theory: the ωB97M-V functional and the def2-TZVPD basis.

Geometry (Å):
O  2.64  1.02  -0.68
O  -0.54  2.12  -0.89
O  -0.72  0.56  -3.63
O  1.66  0.79  3.03
O  -2.54  -2.16  1.26
O  1.02  -2.16  2.38
O  1.55  -1.14  -3.32
O  -2.02  1.27  1.73
O  0.33  0.20  0.86
C  0.17  -0.79  -0.16
H  -1.54  0.40  -3.92
H  -2.42  2.06  1.22
H  0.19  2.79  -1.30
H  2.34  0.51  -1.40
H  1.35  0.72  2.08
H  -0.20  -1.74  0.05
H  -0.93  0.81  -2.71
H  1.79  0.82  -0.32
H  0.98  1.27  3.49
H  -0.51  -0.43  -0.91
H  -2.79  -1.73  2.11
H  1.14  -1.04  -0.72
H  -1.12  1.19  1.26
H  -1.80  1.35  2.71
H  -0.10  1.43  -0.58
H  1.06  -0.36  -3.34
H  0.82  -1.71  -3.14
H  1.13  -2.98  2.05
H  -1.76  -1.56  1.04
H  0.82  -1.50  1.75

Computed properties:
**Gap between HOMO and LUMO**: 8.1510 eV
**Total charge**: 0
**Multiplicity**: 1

---

What should be chosen as the least stable of them? Choose <1>.